Entry 1:
127
Properties=species:S:1:pos:R:3 method="wB97M-V/def2-TZVPD" lumo_ev=1.61 total_charge=-1 e_above_lowest_kcal_mol=88.9
C -5.6473 -23.6596 8.4583
O -5.3137 -23.3968 7.0762
O -5.4365 -22.5177 9.1348
C -7.0924 -24.2798 8.5323
F -7.2165 -25.1320 9.5713
F -8.0144 -23.2885 8.5637
F -7.5373 -25.0870 7.5260
C -4.9699 -24.4346 6.1889
C -5.1847 -23.8512 4.7960
H -5.0218 -24.6537 4.0718
H -6.1938 -23.4718 4.6196
H -4.4908 -23.0384 4.5805
H -5.6603 -25.2823 6.1863
H -3.9429 -24.8060 6.1870
H -4.9517 -24.4828 8.6913
C -2.7466 -25.0056 2.9928
O -2.8675 -25.6284 1.9372
N -2.4084 -25.5694 4.1810
N -2.8613 -23.6415 2.9889
H -2.4526 -26.5762 4.2178
H -2.4694 -24.9962 5.0039
H -2.9376 -23.1515 3.8748
H -3.2930 -23.3465 2.1267
C -5.7485 -19.5777 6.5037
O -5.7836 -18.5310 5.8681
N -5.5541 -19.5968 7.8462
N -6.0671 -20.8138 6.0193
H -5.6109 -20.4579 8.3740
H -5.2146 -18.7694 8.3000
H -6.4248 -20.8121 5.0712
H -6.1468 -21.6973 6.5054
C -4.2056 -22.0999 0.9827
O -3.1928 -21.8256 0.3524
N -4.7182 -21.2741 1.9722
N -4.7641 -23.3370 1.0194
H -4.1582 -20.4389 1.9944
H -5.3117 -21.6284 2.6974
H -4.4053 -24.0751 0.4412
H -5.5294 -23.5495 1.6459
C -11.6435 -21.1578 7.2074
O -11.4723 -20.9761 5.9960
N -11.0808 -22.1783 7.8947
N -12.4311 -20.3769 7.9755
H -10.4458 -22.8233 7.4632
H -11.3512 -22.2558 8.8557
H -12.8475 -19.5494 7.5885
H -12.3469 -20.4569 8.9714
C -3.3086 -28.1436 5.9718
O -3.2023 -28.7829 4.9202
N -2.2916 -27.8796 6.8273
N -4.5057 -27.8208 6.4835
H -1.3747 -28.2356 6.6197
H -2.3904 -27.3531 7.6808
H -5.2041 -28.1226 5.8169
H -4.7020 -27.4901 7.4102
C -8.4469 -24.2883 2.4276
O -7.3609 -23.9524 1.9590
N -9.5620 -24.1216 1.6717
N -8.5888 -24.8982 3.6241
H -9.4335 -23.5190 0.8782
H -10.5057 -24.3794 1.8935
H -7.9207 -24.8409 4.3677
H -9.5071 -25.2842 3.7595
C -8.6640 -21.2467 3.8877
O -7.6446 -21.2865 3.2024
N -8.8773 -21.9440 5.0303
N -9.9230 -20.9077 3.4672
H -8.0568 -22.0497 5.6043
H -9.8144 -22.2174 5.2389
H -9.9864 -20.5177 2.5426
H -10.6662 -21.0354 4.1447
C -0.4854 -24.5014 8.8909
O -0.0346 -24.8300 9.9897
N 0.2717 -23.7498 8.0520
N -1.7526 -24.6682 8.4448
H 1.1761 -23.4256 8.3352
H -0.2093 -23.2948 7.2948
H -2.2755 -24.0965 7.8020
H -2.3750 -25.2055 9.0376
C -3.5158 -27.4097 10.0459
O -3.6433 -26.6954 9.0277
N -3.0575 -28.6759 9.9444
N -4.0609 -27.1457 11.2445
H -3.0492 -28.9142 8.9595
H -2.8495 -29.2824 10.7099
H -4.2240 -27.8829 11.9028
H -4.5099 -26.2590 11.4558
C -2.7072 -21.5189 5.8709
O -2.6779 -22.7321 5.6414
N -3.7456 -20.9485 6.5246
N -1.7766 -20.6179 5.4731
H -4.4514 -21.5292 6.9604
H -3.8285 -19.9511 6.5426
H -1.8740 -19.6336 5.6098
H -0.9413 -21.0521 5.1126
C -3.7810 -19.3272 11.2656
O -4.4837 -19.8134 12.1626
N -2.9147 -18.3140 11.3778
N -3.7632 -19.9120 10.0452
H -2.3872 -17.9284 10.6196
H -2.9582 -17.7591 12.2181
H -4.2031 -20.8163 9.9426
H -3.5287 -19.4081 9.2110
C -8.1731 -28.9117 8.1372
O -7.7994 -28.9393 6.9812
N -8.7494 -27.8282 8.7597
N -8.2698 -30.0195 8.9568
H -8.8592 -27.0178 8.1725
H -9.1007 -27.7523 9.6931
H -8.8698 -29.9315 9.7515
H -8.0795 -30.9004 8.5116
C -4.9313 -23.5050 12.7173
O -5.2541 -23.3582 13.9016
N -5.1797 -24.6523 12.0290
N -4.1867 -22.6297 12.0360
H -5.4493 -25.3800 12.6741
H -5.3253 -24.7920 11.0440
H -4.3160 -22.7303 11.0333
H -3.9554 -21.7067 12.3715
C -8.1637 -20.3465 10.8251
O -8.9303 -19.9571 11.7105
N -6.8621 -20.6680 11.0506
N -8.5583 -20.6708 9.5728
H -6.4719 -20.3402 11.9159
H -6.4192 -21.3445 10.4347
H -7.9656 -21.1319 8.9059
H -9.4407 -20.4346 9.1568

***

Entry 2:
58
Properties=species:S:1:pos:R:3 method="wB97M-V/def2-TZVPD" smiles=COc1cc(CN2CCN(Cc3cccc(OC)c3OC)CC2)cc(OC)c1 lumo_ev=0.74 e_above_lowest_kcal_mol=88.0
C 5.5242 -0.6110 -0.6440
O 4.4045 -1.4528 -0.5174
C 3.4156 -1.3607 -1.4499
C 2.3335 -2.2253 -1.2724
C 1.2746 -2.2174 -2.1597
C 0.0655 -3.0872 -1.9100
N -0.9715 -2.4538 -1.1049
C -1.5682 -1.2916 -1.7333
C -2.7624 -0.8216 -0.9081
N -2.3100 -0.4701 0.4202
C -3.3444 0.1511 1.2322
C -2.7217 0.8082 2.4342
C -2.9298 0.3255 3.7195
C -2.3044 0.9202 4.7964
C -1.4602 2.0016 4.6085
C -1.2447 2.5077 3.3335
O -0.4389 3.5738 3.0516
C 0.1721 4.2558 4.1173
C -1.8873 1.9057 2.2358
O -1.7586 2.4241 0.9681
C -0.4898 2.2487 0.3708
C -1.7327 -1.6373 1.0543
C -0.5385 -2.1204 0.2379
C 1.2892 -1.3447 -3.2455
C 2.3581 -0.4806 -3.4244
O 2.4729 0.4181 -4.4449
C 1.4306 0.5008 -5.3851
C 3.4232 -0.4856 -2.5223
H 6.0572 -0.7901 -1.5832
H 5.2418 0.4450 -0.5831
H 6.1755 -0.8587 0.1929
H 2.3513 -2.9000 -0.4315
H 0.3659 -3.9985 -1.3859
H -0.3952 -3.3713 -2.8605
H -1.9060 -1.5725 -2.7343
H -0.8524 -0.4565 -1.8187
H -3.2010 0.0626 -1.3764
H -3.5223 -1.6240 -0.8819
H -4.1103 -0.5769 1.5533
H -3.8253 0.9186 0.6211
H -3.5814 -0.5225 3.8699
H -2.4661 0.5426 5.7949
H -0.9796 2.4479 5.4646
H 0.7230 5.0777 3.6620
H -0.5687 4.6604 4.8143
H 0.8707 3.6115 4.6619
H -0.5483 2.7361 -0.6010
H 0.3030 2.7120 0.9638
H -0.2787 1.1827 0.2359
H -1.4022 -1.3651 2.0595
H -2.4713 -2.4564 1.1343
H -0.1193 -3.0170 0.7007
H 0.2330 -1.3315 0.2373
H 0.4643 -1.3611 -3.9395
H 1.7261 1.2814 -6.0846
H 0.4831 0.7791 -4.9121
H 1.3026 -0.4411 -5.9285
H 4.2301 0.2045 -2.7035

***

Entry 3:
17
Properties=species:S:1:pos:R:3 method="wB97M-V/def2-TZVPD" smiles="CC(C)=C/C=C/O" lumo_ev=0.91 e_above_lowest_kcal_mol=31.8
C 2.4238 -1.2522 0.8649
C 1.3367 -0.2557 0.6706
C 1.5842 1.0613 1.2798
C 0.1230 -0.5750 0.1820
C -0.8792 0.2817 -0.4297
C -1.9923 -0.1548 -1.0150
O -2.7621 0.8416 -1.6352
H 2.5642 -2.1529 0.2570
H 3.4780 -0.8444 0.9197
H 2.2370 -1.6202 1.8880
H 2.5873 1.4982 1.1811
H 1.5475 0.8801 2.3563
H 0.8858 1.8784 1.0363
H -0.1745 -1.6299 -0.0033
H -0.5926 1.3284 -0.5269
H -2.3437 -1.1672 -1.1550
H -3.4563 0.3808 -2.1150

***

Entry 4:
101
Properties=species:S:1:pos:R:3 method="wB97M-V/def2-TZVPD" lumo_ev="-3.20 / -2.55" multiplicity=2 total_charge=+1 e_above_lowest_kcal_mol=13.4
V 0.7595 -0.8032 0.0799
C -0.4719 -0.0048 4.6255
Si 0.7137 -0.0266 3.1830
C 1.8662 1.4481 3.2006
C 1.8072 -1.5433 3.1817
N -0.1651 -0.1074 1.6718
P -1.4411 0.4357 0.8040
C -0.7657 0.0993 -0.7641
P 0.3703 1.2303 -1.4242
N 1.7632 0.6210 -0.7915
Si 3.4306 0.9360 -1.3320
C 3.9623 -0.2584 -2.6727
C 3.5827 2.6536 -2.0600
C 4.5101 0.7970 0.1847
C 0.4388 1.1571 -3.2234
C 0.7045 2.2643 -4.0231
C 0.8312 2.1095 -5.3968
C 0.7010 0.8537 -5.9705
C 0.4362 -0.2548 -5.1753
C 0.3013 -0.1039 -3.8061
C 0.1693 2.9504 -0.9507
C 1.0018 3.4908 0.0254
C 0.8540 4.8146 0.4063
C -0.1318 5.5962 -0.1795
C -0.9750 5.0554 -1.1415
C -0.8278 3.7332 -1.5272
C -1.9530 2.1280 1.2366
C -3.0585 2.6492 0.5572
C -3.6073 3.8585 0.9395
C -3.0592 4.5623 2.0074
C -1.9621 4.0529 2.6797
C -1.4074 2.8375 2.2934
C -3.0763 -0.3648 1.2146
C -4.0984 -1.9490 2.8647
C -5.4446 -2.0024 2.3256
C -5.8359 -1.7348 1.0689
C -4.9875 -1.4039 -0.0598
C -3.7605 -0.8812 -0.0298
H -0.0094 0.4707 5.4934
H -0.7539 -1.0174 4.9216
H -1.3847 0.5494 4.3972
H 2.5201 1.3741 4.0741
H 1.3835 2.4237 3.2425
H 2.5066 1.4232 2.3144
H 2.3733 -1.6095 4.1136
H 2.5479 -1.5121 2.3735
H 1.2286 -2.4618 3.0674
H 3.1068 -0.7184 -3.1716
H 4.5962 -1.0534 -2.2813
H 4.5354 0.2773 -3.4325
H 3.3310 2.6492 -3.1219
H 4.6335 2.9476 -1.9796
H 2.9917 3.4242 -1.5687
H 4.2484 -0.0674 0.7982
H 4.4442 1.6906 0.8097
H 5.5555 0.6826 -0.1115
H 0.8248 3.2448 -3.5811
H 1.0342 2.9720 -6.0175
H 0.8023 0.7371 -7.0414
H 0.3276 -1.2331 -5.6242
H 0.0692 -0.9615 -3.1833
H 1.7644 2.8734 0.4831
H 1.5066 5.2354 1.1602
H -0.2468 6.6310 0.1156
H -1.7477 5.6652 -1.5906
H -1.4880 3.3116 -2.2768
H -3.5060 2.0957 -0.2629
H -4.4678 4.2503 0.4133
H -3.4936 5.5046 2.3142
H -1.5339 4.5957 3.5125
H -0.5600 2.4444 2.8326
H -3.9716 -2.4516 3.8182
H -6.2009 -2.3638 3.0124
H -6.8808 -1.9004 0.8316
H -5.4002 -1.6434 -1.0343
H -3.2156 -0.7868 -0.9644
C -0.7480 -4.7962 1.7512
Si -1.0080 -3.5058 0.4334
C -2.0161 -4.0779 -1.0221
C -3.0131 -1.3644 2.3378
N 0.5045 -2.6940 -0.0456
C 1.4811 -3.5889 -0.5489
C 1.3238 -4.9462 -0.8343
C 2.3947 -5.7023 -1.2969
C 3.6471 -5.1422 -1.4895
C 3.8393 -3.7934 -1.2160
C 2.7548 -3.0929 -0.7623
F 2.8629 -1.7509 -0.4873
H -1.7447 -5.0634 2.1146
H -0.1945 -4.3694 2.5899
H -0.2473 -5.7134 1.4464
H -3.0408 -4.1962 -0.6589
H -1.7130 -5.0167 -1.4831
H -2.0240 -3.3044 -1.7931
H -1.8013 -2.3718 0.9192
H -3.6466 0.4760 1.6177
H -2.1305 -1.3361 2.9660
H 0.3714 -5.4382 -0.7064
H 2.2388 -6.7515 -1.5085
H 4.4687 -5.7430 -1.8522
H 4.7950 -3.3063 -1.3488